C27H29N7O2S in the gas phase at a distorted geometry, computed with ωB97M-V with the def2-TZVPD basis set.

Structure (XYZ):
```
66
Properties=species:S:1:pos:R:3:forces:R:3:mulliken_charge:R:1
C -8.381810 -0.718768 -0.370230 0.0 0.0 0.0 -1.443
C -7.049720 -0.035388 -0.335524 0.0 0.0 0.0 1.106
C -6.250850 -0.073294 0.801197 -0.1 0.0 0.0 -0.839
C -5.020783 0.553488 0.824423 0.1 0.1 -0.2 -0.466
C -4.565548 1.233262 -0.302043 -0.5 -0.3 0.1 0.609
C -3.269863 1.871636 -0.298928 0.9 0.4 0.5 0.238
N -2.694515 2.445496 -1.377827 -0.6 -0.2 -0.4 -0.328
N -1.542447 2.867791 -1.007813 1.1 0.5 -0.2 -0.888
N -1.404845 2.569680 0.260296 -0.9 -0.2 -0.2 1.389
C -0.225958 2.851620 1.019343 0.9 0.1 0.2 -1.640
C 0.857949 1.773853 0.824805 -0.3 0.4 0.1 1.235
O 1.844905 2.036163 0.164958 0.0 0.2 -0.2 -0.465
N 0.675254 0.573392 1.399946 0.2 -0.3 0.1 0.313
C -0.490655 0.124202 2.145089 -0.2 0.0 0.2 -1.426
C -1.057089 -1.116099 1.530116 -0.4 0.1 -0.2 0.662
C -1.010221 -2.390481 2.005441 -0.1 0.3 0.0 -0.455
C -1.598684 -3.329447 1.129481 -0.1 -0.2 -0.1 -0.689
C -2.076236 -2.754491 -0.001690 0.0 0.3 -0.1 -0.638
S -1.835150 -1.056712 -0.019722 0.1 -0.4 0.5 0.112
C 1.743084 -0.418636 1.289040 0.3 0.4 0.0 0.412
C 3.113092 0.307776 1.440442 -0.3 -0.6 -0.1 -0.304
O 3.350265 0.896656 2.471662 0.0 0.3 0.3 -0.736
N 3.985051 0.107723 0.443912 0.3 -0.2 -0.2 0.011
C 5.246768 0.819457 0.368727 0.0 0.1 0.3 -0.275
C 6.343688 -0.105496 -0.194945 0.1 0.0 0.0 -0.892
C 6.786930 0.517175 -1.525665 0.0 -0.1 -0.1 -0.620
C 5.613833 1.401109 -1.943571 0.2 0.1 0.1 -0.562
C 5.148408 1.993633 -0.617324 -0.1 0.0 0.0 -0.729
C 1.611470 -1.287805 0.070420 -0.1 -0.3 -0.3 0.128
C 1.280648 -0.775976 -1.182063 0.1 -0.1 0.1 0.095
C 1.158194 -1.654898 -2.247138 0.0 0.3 0.0 -0.640
N 1.343603 -2.959340 -2.145099 0.0 -0.3 -0.4 -0.624
C 1.671904 -3.444683 -0.960381 0.1 -0.1 0.3 -0.621
C 1.819693 -2.660629 0.171399 0.0 0.3 -0.2 -0.751
N -2.458234 1.949484 0.753893 -0.6 -0.1 0.0 -0.667
C -5.357503 1.274462 -1.447827 0.2 0.0 0.1 -0.725
C -6.585287 0.646800 -1.457081 0.0 -0.1 0.1 -0.565
H -8.359740 -1.548840 -1.076157 -0.1 -0.1 0.0 0.303
H -8.648925 -1.106071 0.609642 -0.1 0.0 0.0 0.341
H -9.156375 -0.027037 -0.697532 -0.1 0.0 0.0 0.360
H -6.597168 -0.600814 1.678659 0.0 0.0 0.1 0.298
H -4.401282 0.521228 1.707758 0.0 0.0 0.1 0.425
H 0.203904 3.780962 0.637433 -0.1 -0.2 0.1 0.394
H -0.490827 2.962080 2.072081 -0.1 0.0 -0.2 0.309
H -1.255751 0.900328 2.151758 0.2 -0.1 0.2 0.728
H -0.188468 -0.090421 3.177425 -0.1 0.0 -0.1 0.279
H -0.576505 -2.653481 2.954283 0.1 0.0 0.2 0.544
H -1.656782 -4.382932 1.334612 0.0 -0.2 0.0 0.445
H -2.562201 -3.220631 -0.835113 -0.1 -0.2 -0.2 0.517
H 1.670373 -1.052267 2.181364 0.0 0.1 -0.1 0.541
H 3.635291 -0.249766 -0.432847 -0.1 0.0 0.1 0.220
H 5.458327 1.158006 1.384610 0.0 0.0 -0.1 0.693
H 5.927666 -1.101193 -0.354184 0.0 0.0 0.0 0.287
H 7.177237 -0.202408 0.498089 0.0 -0.1 0.0 0.329
H 7.670662 1.137395 -1.370863 0.1 0.0 0.0 0.301
H 7.029471 -0.238206 -2.271635 0.1 0.0 0.0 0.360
H 5.903349 2.164086 -2.663931 -0.1 0.0 -0.1 0.424
H 4.821978 0.795184 -2.387997 -0.1 0.0 -0.1 0.205
H 4.135076 2.388868 -0.648591 0.0 0.1 0.1 0.228
H 5.825458 2.789652 -0.307550 0.1 0.1 0.0 0.360
H 1.117211 0.279323 -1.328591 0.0 0.1 0.0 0.509
H 0.893262 -1.294691 -3.232131 0.0 0.1 -0.1 0.422
H 1.815997 -4.516171 -0.917204 0.0 -0.1 0.1 0.446
H 2.080511 -3.107982 1.118448 0.0 -0.1 0.1 0.485
H -4.992293 1.801377 -2.315555 0.0 0.0 -0.1 0.514
H -7.198821 0.681729 -2.345992 -0.1 0.0 -0.1 0.411
```
Positions in Å, forces in eV/Å.

Kohn-Sham gap	9.35	eV
HOMO	-8.86	eV
energy above the lowest of the compared OMol25 structures with the same formula, charge and spin	22.7	kJ/mol
charge	0
LUMO level	0.494	eV
SMILES	Cc1ccc(-c2nnn(CC(=O)N(Cc3cccs3)[C@H](C(=O)NC3CCCC3)c3ccncc3)n2)cc1

---

A molecular structure, C27H29Sn at a distorted geometry, computed with ωB97M-V with the def2-TZVPD basis set.

Structure (XYZ):
```
57
Properties=species:S:1:pos:R:3:forces:R:3:mulliken_charge:R:1
C 2.218847 -1.553986 -0.612057 0.1 -0.4 0.5 -1.145
C 3.465728 -2.228518 -0.407505 -0.7 0.4 -0.2 0.977
C 4.670697 -1.505495 -0.380463 0.2 -0.2 0.1 -0.546
C 5.884575 -2.147291 -0.292428 0.0 0.1 -0.1 -0.407
C 5.941562 -3.528058 -0.239066 0.7 -0.3 0.0 -0.486
C 4.769398 -4.259033 -0.243528 -0.1 0.0 0.1 -0.595
C 3.550393 -3.628913 -0.313660 0.2 -0.1 0.1 -0.591
C 0.984176 -2.176715 -0.554862 -0.1 0.8 -0.6 0.583
C -0.190581 -1.656666 -1.068097 -0.3 -0.3 0.3 -1.078
C -1.448495 -2.352616 -1.088981 0.8 0.2 -0.1 0.970
C -2.420774 -2.063954 -2.069375 -0.1 -0.1 0.2 -0.466
C -3.549133 -2.841001 -2.201909 0.1 0.1 0.1 -0.520
C -3.767694 -3.900550 -1.338667 -0.5 -0.4 0.0 -0.411
C -2.856633 -4.170825 -0.332555 0.0 0.0 -0.1 -0.778
C -1.714887 -3.414156 -0.205219 -0.2 0.1 0.0 -0.274
H 2.261389 -0.518993 -0.908147 0.0 0.3 -0.1 0.204
H 4.637489 -0.431183 -0.439208 -0.1 0.3 0.0 0.337
H 6.798166 -1.573949 -0.290756 0.2 0.1 0.0 0.351
H 6.894292 -4.034989 -0.236661 0.2 -0.1 0.1 0.336
H 4.812339 -5.334730 -0.218426 0.0 -0.3 0.0 0.349
H 2.654527 -4.223501 -0.333773 -0.2 -0.1 -0.1 0.287
H 0.947906 -3.168303 -0.143160 -0.1 -0.4 0.1 0.035
H -0.135583 -0.718779 -1.591817 0.0 0.3 -0.3 0.125
H -2.249549 -1.256971 -2.761866 0.1 0.2 -0.1 0.355
H -4.258487 -2.644172 -2.990972 -0.1 0.1 -0.1 0.374
H -4.638610 -4.525697 -1.457229 -0.2 -0.1 0.0 0.361
H -3.037982 -4.985660 0.348704 0.0 -0.2 0.2 0.360
H -1.018782 -3.629968 0.586656 0.2 0.0 0.2 0.324
C -0.507573 5.625227 0.293176 0.0 0.0 0.1 -1.361
Sn 0.357959 3.670949 0.376295 0.3 0.1 -0.5 0.926
C 0.094481 2.684540 -1.499570 0.0 0.0 0.1 -1.054
C 2.444457 3.857739 0.803080 0.0 0.0 0.0 -1.313
C -0.541562 2.525616 1.925224 -0.7 -0.7 0.2 -0.082
C -1.980993 2.270618 1.583571 -0.3 0.2 0.2 -0.259
C -2.199200 0.898420 1.385507 0.5 0.0 0.0 0.345
C -3.460902 0.419442 1.061443 0.2 0.0 0.1 -0.412
C -4.506412 1.314550 0.951068 -0.1 -0.1 0.0 -0.576
C -4.298390 2.670364 1.153590 0.0 0.3 0.1 -0.715
C -3.040840 3.158974 1.470695 0.2 -0.2 0.1 -0.243
C -0.917106 0.209559 1.586273 -0.4 0.4 0.0 -0.710
C 0.009524 1.132759 1.880662 0.4 -0.2 0.3 -0.833
H -0.422336 6.110757 1.262596 0.0 0.1 0.1 0.373
H 0.004546 6.235442 -0.447538 0.0 0.0 -0.1 0.351
H -1.559486 5.565051 0.024570 -0.1 0.0 0.0 0.366
H 0.553306 1.699950 -1.475392 0.0 -0.1 0.1 0.047
H -0.963015 2.566931 -1.720921 -0.1 0.0 0.0 0.371
H 0.553800 3.258599 -2.300369 0.1 0.1 0.0 0.434
H 2.912418 2.876680 0.834190 0.0 -0.1 0.0 0.339
H 2.938498 4.454438 0.039710 0.0 0.0 -0.1 0.354
H 2.584379 4.340718 1.767387 0.1 0.0 0.1 0.360
H -0.434303 2.988095 2.915413 0.1 0.1 -0.3 0.468
H -3.610972 -0.633056 0.909925 -0.1 -0.3 -0.1 0.447
H -5.497686 0.959669 0.715200 -0.1 -0.1 -0.1 0.399
H -5.127999 3.355628 1.078444 -0.1 0.1 0.0 0.379
H -2.880830 4.208378 1.656244 -0.1 0.3 0.0 0.504
H -0.758777 -0.850330 1.497146 0.0 -0.1 -0.1 0.602
H 1.050723 0.898939 2.057390 0.1 0.0 0.1 0.461
```
Positions in Å, forces in eV/Å.

Kohn-Sham gap	4.38	eV
HOMO	-2.02	eV
charge	-1
LUMO level	2.359	eV

---

A molecular structure, C27H30BaCl2N7O2S, computed with ωB97M-V with the def2-TZVPD basis set.

Structure (XYZ):
```
70
Properties=species:S:1:pos:R:3:forces:R:3:mulliken_charge:R:1
Ba 0.020725 0.228123 -0.187077 0.1 -0.7 -0.3 1.786
C 3.454787 1.472103 -0.956923 0.1 0.0 0.1 -0.923
C 2.549788 2.128632 -2.004326 0.2 0.0 0.1 -0.951
N 1.218931 2.471646 -1.503902 -0.1 -0.3 0.4 0.028
C 1.143494 3.589062 -0.561953 0.1 0.1 0.1 -1.068
C 1.585188 3.289476 0.864171 0.2 0.1 0.2 0.640
C 2.304925 4.226684 1.596056 0.0 0.1 0.0 -0.910
C 2.687959 3.909432 2.890396 0.0 0.0 0.0 -0.562
C 2.382681 2.662719 3.415745 0.0 0.0 0.0 -0.904
C 1.662552 1.774304 2.627555 0.2 0.2 0.2 0.556
C 1.310102 0.387459 3.156392 0.1 0.0 0.0 -1.286
N 1.297739 -0.678738 2.151400 0.0 0.3 -0.3 0.125
C 2.605626 -1.175526 1.698411 0.2 0.2 0.1 -0.044
C 3.460200 -0.183861 0.889938 0.2 0.1 0.0 -0.832
N 2.894331 0.246203 -0.390175 -0.4 -0.1 0.1 0.228
N 1.260569 2.119556 1.409382 -0.3 -0.5 -0.4 0.419
H 3.621845 2.177830 -0.142214 0.0 0.0 0.1 0.373
H 4.438827 1.294606 -1.406606 0.0 0.1 -0.1 0.473
H 2.428505 1.448699 -2.851804 -0.1 0.0 0.0 0.419
H 3.073692 3.017767 -2.378454 0.1 0.0 0.0 0.395
H 0.588505 2.671010 -2.271967 0.0 0.0 0.0 0.231
H 0.099273 3.908627 -0.522004 0.0 0.0 0.0 0.311
H 1.732369 4.443686 -0.918805 0.0 0.0 0.0 0.311
H 2.571217 5.180868 1.156779 0.0 -0.1 0.0 0.473
H 3.248894 4.624195 3.480456 0.0 0.0 0.0 0.432
H 2.708005 2.380553 4.409762 0.0 0.0 0.0 0.476
H 0.307741 0.446011 3.586314 0.0 0.0 0.0 0.401
H 1.989663 0.142176 3.981535 0.1 0.1 0.0 0.328
H 0.736693 -1.453903 2.487376 0.1 0.1 0.1 0.181
H 2.424125 -2.054707 1.083180 -0.1 -0.1 -0.1 -0.597
H 3.208173 -1.489192 2.562563 0.1 0.0 -0.1 0.442
H 4.446160 -0.643993 0.743877 0.0 -0.1 0.1 0.561
H 3.635000 0.704993 1.497772 0.0 0.0 0.0 0.403
H 2.958119 -0.517785 -1.058844 0.0 0.0 0.0 0.069
Cl -7.546935 2.694437 -0.774980 -0.1 0.0 0.0 -0.221
C -5.841416 2.387930 -0.755850 0.0 -0.2 0.1 0.106
C -4.990396 3.186544 -1.520179 0.2 0.1 -0.1 -0.578
C -3.637435 2.947271 -1.513668 -0.1 -0.1 0.1 0.522
Cl -2.580563 3.936065 -2.467955 0.0 0.0 0.0 -0.220
C -3.039273 1.903402 -0.747848 -0.2 -0.1 0.2 -1.022
O -1.779626 1.687347 -0.784056 -0.5 0.5 -0.2 -0.270
C -3.946988 1.114973 0.033602 0.2 0.0 -0.1 1.364
C -3.530943 0.024401 0.900029 0.0 0.2 -0.1 -0.395
O -2.396241 -0.359386 1.168913 0.1 0.1 -0.2 -0.535
C -5.327513 1.370268 0.004941 -0.1 0.1 0.0 -1.004
H -5.391423 3.992569 -2.120553 0.0 0.0 0.0 0.463
H -4.388584 -0.495799 1.363433 0.1 0.0 0.1 0.292
H -5.993400 0.756337 0.601313 0.0 0.0 0.0 0.380
C 2.819252 -4.745107 -0.133168 -0.1 0.0 0.0 -0.907
N 1.399685 -4.421335 -0.084705 0.0 0.2 0.1 0.147
C 0.470618 -5.071608 0.715068 0.2 -0.1 -0.1 -0.668
C -0.730664 -4.560647 0.424858 -0.2 0.1 -0.2 -0.536
N -0.544971 -3.584979 -0.557715 0.0 0.1 0.3 0.638
C 0.797128 -3.468878 -0.853049 0.0 -0.5 -0.2 -0.038
S 1.573749 -2.502767 -1.996169 -0.2 0.0 0.2 -0.282
C -1.638111 -2.981573 -1.251598 0.1 -0.2 -0.3 -0.107
C -2.725733 -3.762095 -1.618747 0.1 0.0 0.0 -0.620
C -3.760704 -3.146694 -2.305814 0.0 -0.1 0.0 -0.648
C -3.653759 -1.804632 -2.624047 0.0 0.1 -0.1 -0.857
C -2.514219 -1.125586 -2.231132 -0.1 -0.1 0.0 -0.858
N -1.529256 -1.701545 -1.540766 -0.1 0.1 -0.1 0.612
H 2.942679 -5.801673 0.092286 0.0 0.0 0.0 0.379
H 3.380512 -4.155753 0.590242 0.0 0.0 0.0 0.276
H 3.189252 -4.533703 -1.130751 0.0 0.0 0.0 0.361
H 0.759192 -5.850015 1.402080 0.0 0.1 0.0 0.501
H -1.706909 -4.777780 0.820752 0.0 0.0 0.0 0.553
H -2.746575 -4.820920 -1.401563 0.0 0.0 0.0 0.583
H -4.627961 -3.719561 -2.607392 0.0 0.0 0.0 0.437
H -4.428363 -1.284147 -3.171703 0.0 0.0 0.0 0.485
H -2.390510 -0.074076 -2.458117 0.0 0.0 0.0 0.685
```
Positions in Å, forces in eV/Å.

Kohn-Sham gap	7.77	eV
HOMO	-9.88	eV
energy above the lowest of the compared OMol25 structures with the same formula, charge and spin	27.6	kJ/mol
charge	+1
LUMO level	-2.112	eV